Here is a molecular structure, C29H33FN3O4SeTi in a non-equilibrium geometry from the Open Molecules 2025 dataset. Energies are from wB97M-V/def2-TZVPD.

## Properties
**Net charge**: +2
**Strongest force on any atom**: 2.91 eV/A
**2S+1**: 2
**Electronic energy**: -4940.43951 a.u.
**Orbital gap (alpha / beta)**: 6.0 / 6.1 eV
**Energy above the lowest of the compared OMol25 structures with the same formula, charge and spin**: 77.04 kJ/mol
**HOMO (alpha / beta)**: -13.45 / -13.45 eV

Positions of all 72 atoms, in Å:
Ti 0.614 -1.606 1.741
O -3.300 -2.161 3.569
C -2.035 -1.996 3.233
O -1.634 -1.715 2.082
C -1.058 -2.299 4.277
C -1.290 -2.791 5.567
C -0.172 -3.089 6.386
C 1.145 -2.845 5.919
C 1.286 -2.333 4.650
N 0.208 -2.068 3.872
C 2.563 -2.157 3.867
O 3.770 -2.239 4.431
O 2.462 -1.885 2.664
H -3.868 -1.934 2.820
H -2.340 -2.932 5.811
H -0.279 -3.527 7.365
H 1.982 -3.271 6.461
H 3.704 -2.290 5.398
C 2.672 4.203 -4.067
C 2.274 3.877 -2.608
C 3.054 2.695 -1.921
C 2.487 1.352 -2.385
N 1.042 1.180 -2.197
C 0.451 0.873 -1.037
Se 1.412 0.506 0.518
N -0.893 0.930 -1.207
C -1.922 0.493 -0.264
C -2.923 1.597 0.230
C -2.270 2.665 1.088
C -1.891 2.138 2.450
C -1.182 1.349 -2.488
C -2.371 1.665 -3.150
C -2.246 2.133 -4.416
C -1.036 2.205 -5.083
C 0.141 1.824 -4.447
C 0.049 1.433 -3.130
H 1.830 4.779 -4.502
H 2.786 3.323 -4.691
H 3.597 4.733 -4.203
H 1.196 3.619 -2.645
H 2.466 4.754 -2.021
H 2.967 2.766 -0.780
H 4.130 2.706 -2.149
H 2.989 0.493 -1.954
H 2.651 1.290 -3.493
H -1.420 0.107 0.643
H -2.515 -0.305 -0.655
H -3.673 1.096 0.823
H -3.431 2.046 -0.592
H -2.879 3.560 1.169
H -1.358 3.016 0.587
H -2.750 1.918 3.132
H -1.325 2.916 3.017
H -1.161 1.325 2.298
H -3.399 1.618 -2.842
H -3.189 2.422 -4.921
H -1.009 2.461 -6.129
H 1.084 1.911 -5.011
F 0.242 -2.056 -3.816
C 0.290 -2.479 -2.549
C 1.494 -2.357 -1.870
C 1.467 -2.749 -0.524
C 0.284 -3.216 0.116
C 0.256 -3.648 1.530
C -0.877 -3.337 -0.648
C -0.917 -2.915 -1.997
H 2.433 -2.014 -2.230
H 2.345 -2.813 0.041
H 1.079 -4.320 1.763
H -0.671 -4.033 1.929
H -1.846 -3.657 -0.165
H -1.770 -2.940 -2.660



Here is a molecular structure, C29H33FN3O6Zn in a non-equilibrium geometry from the Open Molecules 2025 dataset. Energies are from wB97M-V/def2-TZVPD.

## Properties
**Net charge**: +1
**Strongest force on any atom**: 3.70 eV/A
**2S+1**: 1
**Electronic energy**: -3619.55059 a.u.
**Orbital gap**: 5.4 eV
**Energy above the lowest of the compared OMol25 structures with the same formula, charge and spin**: 0.00 kJ/mol
**HOMO**: -8.92 eV

Positions of all 73 atoms, in Å:
Zn 0.189 0.540 -3.300
F -2.365 0.216 3.033
C -1.059 0.220 2.691
C -0.727 0.366 1.353
C 0.623 0.228 0.914
C 0.895 0.318 -0.487
O -0.007 0.718 -1.292
C 2.248 -0.032 -0.817
C 3.182 -0.189 0.173
N 2.872 -0.211 1.509
C 4.015 -0.390 2.333
C 4.194 -1.779 3.008
C 5.128 -1.348 1.923
C 1.575 0.047 1.936
C 1.247 -0.015 3.277
C -0.091 0.050 3.731
N -0.401 -0.066 5.080
C 0.489 0.587 6.034
C 0.504 -0.104 7.388
N -0.913 -0.346 7.831
C -1.668 -1.216 6.876
C -1.703 -0.543 5.501
C 2.815 -0.087 -2.156
O 4.050 -0.227 -2.301
O 2.030 -0.072 -3.173
H -1.510 0.465 0.573
H 4.270 -0.250 -0.046
H 4.455 0.427 2.923
H 3.360 -2.417 2.712
H 4.632 -1.707 4.013
H 4.974 -1.870 1.003
H 6.070 -0.976 2.301
H 2.012 -0.307 4.004
H 0.234 1.668 6.221
H 1.511 0.640 5.580
H 0.991 0.505 8.160
H 1.054 -1.037 7.358
H -1.437 0.555 7.919
H -0.934 -0.791 8.767
H -2.694 -1.310 7.217
H -1.164 -2.218 6.822
H -2.412 0.333 5.542
H -2.070 -1.147 4.699
C -3.257 -2.270 -3.516
C -2.374 -1.065 -3.275
O -1.148 -1.095 -3.535
C -3.102 0.148 -2.928
C -4.401 0.065 -2.335
C -5.129 1.192 -2.006
C -4.602 2.478 -2.179
C -3.292 2.596 -2.638
C -2.526 1.478 -3.061
O -1.362 1.743 -3.540
H -2.614 -3.059 -3.886
H -3.998 -1.985 -4.248
H -3.778 -2.625 -2.599
H -4.878 -0.923 -2.334
H -6.158 1.124 -1.633
H -5.189 3.371 -1.955
H -2.798 3.554 -2.661
C 1.834 0.608 -7.370
C 0.341 0.447 -7.695
C -0.352 1.078 -6.484
O 0.615 0.849 -5.392
C 1.889 0.315 -5.901
H 2.147 1.626 -7.569
H 2.474 -0.068 -7.883
H 0.126 -0.595 -7.741
H 0.114 0.913 -8.683
H -1.332 0.673 -6.213
H -0.365 2.157 -6.597
H 1.905 -0.731 -5.617
H 2.744 0.770 -5.359



Here is a molecular structure, C29H33IrN4S in a non-equilibrium geometry from the Open Molecules 2025 dataset. Energies are from wB97M-V/def2-TZVPD.

## Properties
**Net charge**: +1
**Strongest force on any atom**: 3.29 eV/A
**2S+1**: 2
**Electronic energy**: -1846.17245 a.u.
**Orbital gap (alpha / beta)**: 5.4 / 5.2 eV
**Energy above the lowest of the compared OMol25 structures with the same formula, charge and spin**: 33.11 kJ/mol
**HOMO (alpha / beta)**: -10.66 / -10.43 eV

Positions of all 68 atoms, in Å:
Ir -0.085 0.172 -0.219
C 2.372 -0.796 2.329
C 1.583 0.185 3.135
C 2.121 0.851 4.223
C 1.365 1.788 4.911
C 0.077 2.087 4.500
C -0.509 1.422 3.434
C -1.916 1.712 3.015
C 0.248 0.444 2.773
N -0.306 -0.302 1.720
C -0.992 -1.443 1.955
C -1.336 -1.893 3.336
C -1.378 -2.171 0.821
C -2.141 -3.447 0.929
N -1.062 -1.635 -0.365
C -1.400 -2.230 -1.584
C -0.597 -3.252 -2.122
C 0.608 -3.732 -1.380
C -0.967 -3.831 -3.324
C -2.098 -3.399 -3.996
C -2.877 -2.382 -3.468
C -2.540 -1.778 -2.270
C -3.395 -0.712 -1.663
H 3.424 -0.768 2.598
H 2.268 -0.562 1.264
H 1.997 -1.808 2.492
H 3.134 0.643 4.532
H 1.786 2.300 5.762
H -0.480 2.850 5.021
H -2.127 2.770 3.136
H -2.622 1.154 3.632
H -2.078 1.434 1.972
H -0.829 -1.289 4.085
H -1.060 -2.936 3.477
H -2.411 -1.825 3.511
H -3.112 -3.260 1.386
H -1.605 -4.152 1.562
H -2.303 -3.884 -0.055
H 1.125 -2.900 -0.902
H 1.290 -4.239 -2.057
H 0.309 -4.442 -0.608
H -0.362 -4.624 -3.740
H -2.357 -3.845 -4.944
H -3.759 -2.055 -3.998
H -3.878 -0.115 -2.430
H -2.804 -0.056 -1.024
H -4.173 -1.162 -1.049
S 1.733 -0.497 -4.372
C 1.019 -0.083 -3.031
N 0.461 0.242 -2.039
C -1.788 2.997 -1.064
C -0.587 3.810 -0.709
C -0.521 5.147 -1.007
C 0.583 5.922 -0.663
C 1.636 5.349 0.042
C 1.641 4.018 0.372
C 2.749 3.394 1.143
C 0.538 3.174 -0.046
N 0.569 1.912 0.186
H -2.611 3.644 -1.356
H -2.106 2.395 -0.211
H -1.569 2.324 -1.896
H -1.351 5.602 -1.529
H 0.608 6.966 -0.928
H 2.469 5.967 0.339
H 3.451 4.146 1.489
H 3.275 2.672 0.521
H 2.350 2.853 2.001



Here is a gas-phase ion, C29H33N2OS (charge +1) in a non-equilibrium geometry from the Open Molecules 2025 dataset. Energies are from wB97M-V/def2-TZVPD.

## Properties
**Net charge**: +1
**Strongest force on any atom**: 2.92 eV/A
**2S+1**: 1
**Electronic energy**: -1707.50695 a.u.
**Orbital gap**: 6.0 eV
**Energy above the lowest of the compared OMol25 structures with the same formula, charge and spin**: 48.77 kJ/mol
**HOMO**: -9.96 eV

Positions of all 66 atoms, in Å:
C -6.124 -1.721 1.592
N -5.241 -1.328 2.674
C -5.722 -1.643 4.006
C -3.889 -1.027 2.428
C -3.473 0.328 2.396
C -2.167 0.651 2.077
C -1.224 -0.362 1.845
C 0.228 0.042 1.808
C 1.126 -0.558 0.772
S 2.771 -1.155 1.999
C 2.122 -1.678 3.592
C 3.220 -2.719 1.225
O 0.639 0.845 2.659
C -1.624 -1.706 1.849
C -2.932 -2.040 2.178
H -5.849 -1.184 0.679
H -6.071 -2.802 1.395
H -7.150 -1.459 1.875
H -5.167 -1.060 4.747
H -6.788 -1.385 4.063
H -5.610 -2.714 4.241
H -4.208 1.100 2.625
H -1.855 1.692 2.022
H 0.788 -1.551 0.448
H 3.012 -1.783 4.223
H 1.479 -0.895 3.992
H 1.600 -2.634 3.502
H 4.295 -2.824 1.418
H 2.666 -3.536 1.699
H 3.037 -2.675 0.146
H -0.888 -2.475 1.611
H -3.236 -3.085 2.248
C 0.301 4.898 0.867
N 0.574 3.739 0.048
C 1.134 2.588 0.535
C 1.257 1.648 -0.485
C 1.818 0.280 -0.270
C 2.056 -0.555 -1.545
C 1.008 -0.953 -2.382
C 1.296 -1.602 -3.588
C 2.613 -1.927 -3.927
C 2.940 -2.586 -5.238
C 3.636 -1.618 -3.033
C 3.361 -0.952 -1.844
C 0.947 2.350 -1.722
C 1.221 2.141 -3.073
C 0.925 3.152 -4.003
C 0.407 4.392 -3.595
C 0.180 4.657 -2.236
C 0.442 3.636 -1.335
H -0.374 5.578 0.340
H -0.174 4.566 1.802
H 1.222 5.440 1.137
H 1.427 2.525 1.577
H 2.832 0.476 0.125
H -0.023 -0.723 -2.105
H 0.490 -1.860 -4.282
H 3.995 -2.874 -5.258
H 2.334 -3.487 -5.375
H 2.755 -1.929 -6.098
H 4.669 -1.897 -3.271
H 4.165 -0.712 -1.146
H 1.698 1.214 -3.379
H 1.115 2.966 -5.061
H 0.182 5.154 -4.341
H -0.190 5.614 -1.871